Entry 1:
# C29H84N4O13

A 13-piece molecular cluster, C29H84N4O13 overall at a distorted geometry (wB97M-V/def2-TZVPD, OMol25).

Computed properties:
energy relative to the best compared isomer or geometry (same formula, charge and spin): 13.581 eV
HOMO: -0.33041 hartree
Kohn-Sham gap: 0.3338 hartree
energy: -2352.013264 a.u.
total charge: 0

CARTESIAN COORDINATES (ANGSTROEM)
C1 15.74 -11.11 -13.30
O1 16.18 -9.78 -12.94
H1 16.28 -11.43 -14.15
H2 14.71 -11.12 -13.52
H3 15.94 -11.66 -12.35
H4 16.85 -9.76 -12.21
C2 17.71 -14.43 -11.68
O2 17.92 -14.84 -13.01
H5 18.74 -14.24 -11.19
H6 17.00 -15.15 -11.23
H7 17.14 -13.52 -11.79
H8 17.11 -15.14 -13.37
C3 17.64 -13.11 -15.91
O3 17.03 -13.22 -17.14
H9 16.89 -13.34 -15.20
H10 18.12 -12.18 -15.54
H11 18.36 -13.91 -15.78
H12 17.71 -13.08 -17.83
C4 15.61 -5.95 -12.67
O4 14.94 -4.84 -12.95
N1 15.25 -7.11 -13.18
N2 16.76 -6.00 -12.08
H13 14.44 -7.02 -13.77
H14 15.59 -8.08 -12.99
H15 17.12 -5.10 -11.80
H16 17.33 -6.81 -11.86
C5 18.90 -8.06 -10.72
O5 17.67 -8.62 -10.95
N3 19.47 -7.69 -11.80
N4 19.51 -7.80 -9.55
H17 19.01 -7.66 -12.75
H18 20.44 -7.27 -11.72
H19 19.18 -8.34 -8.78
H20 20.50 -7.51 -9.51
C6 19.96 -11.30 -10.56
C7 20.41 -11.04 -11.95
C8 19.28 -11.25 -12.91
O6 21.01 -9.96 -12.13
H21 20.64 -11.02 -9.86
H22 19.84 -12.32 -10.49
H23 19.10 -10.69 -10.41
H24 21.09 -11.83 -12.24
H25 18.60 -11.96 -12.58
H26 19.66 -11.50 -13.88
H27 18.63 -10.38 -13.04
H28 20.43 -9.14 -12.10
C9 12.66 -10.35 -9.49
C10 12.31 -9.22 -10.38
C11 13.45 -9.13 -11.46
O7 11.11 -9.29 -10.81
H29 13.61 -10.09 -9.03
H30 12.92 -11.22 -10.10
H31 11.89 -10.45 -8.81
H32 12.45 -8.28 -9.94
H33 14.45 -9.02 -11.05
H34 13.19 -8.42 -12.26
H35 13.60 -10.08 -12.01
H36 10.99 -10.00 -11.48
C12 12.25 -8.88 -17.00
C13 13.84 -8.87 -17.17
C14 14.55 -9.52 -16.00
O8 14.23 -9.56 -18.15
H37 11.85 -9.90 -16.88
H38 11.78 -8.55 -17.90
H39 11.99 -8.42 -16.08
H40 14.26 -7.85 -17.13
H41 14.41 -8.83 -15.14
H42 15.60 -9.62 -16.23
H43 14.09 -10.48 -15.73
H44 15.09 -9.30 -18.33
C15 18.54 -9.27 -15.52
C16 18.43 -7.80 -15.13
C17 17.42 -7.22 -16.03
O9 17.99 -7.69 -13.96
H45 18.49 -9.36 -16.60
H46 17.53 -9.74 -15.30
H47 19.51 -9.60 -15.07
H48 19.47 -7.52 -15.23
H49 17.69 -7.29 -17.09
H50 17.23 -6.12 -15.96
H51 16.49 -7.74 -15.97
H52 17.06 -7.56 -13.93
C18 12.06 -15.22 -11.41
C19 13.51 -15.02 -11.55
C20 13.88 -13.57 -11.49
O10 14.24 -15.74 -10.93
H53 11.81 -15.24 -10.35
H54 11.85 -16.20 -11.85
H55 11.41 -14.48 -11.87
H56 13.86 -15.26 -12.60
H57 14.89 -13.35 -11.70
H58 13.74 -13.24 -10.44
H59 13.37 -12.97 -12.25
H60 14.30 -16.54 -11.44
C21 14.00 -13.10 -15.32
C22 12.90 -13.60 -16.26
C23 12.39 -12.48 -17.08
O11 13.49 -14.47 -17.02
H61 14.81 -12.51 -15.82
H62 14.40 -13.94 -14.80
H63 13.61 -12.43 -14.56
H64 12.06 -14.16 -15.76
H65 11.82 -12.78 -17.94
H66 13.26 -11.76 -17.39
H67 11.68 -11.89 -16.52
H68 14.11 -15.08 -16.62
C24 10.65 -12.83 -13.80
C25 10.87 -11.51 -13.03
C26 11.57 -10.45 -13.88
O12 9.79 -11.07 -12.62
H69 9.82 -13.44 -13.45
H70 11.55 -13.31 -13.87
H71 10.30 -12.55 -14.82
H72 11.46 -11.62 -12.11
H73 12.64 -10.71 -14.06
H74 11.56 -9.39 -13.53
H75 11.22 -10.47 -14.96
H76 9.39 -11.59 -11.92
C27 16.38 -11.05 -9.60
C28 16.32 -12.33 -8.76
C29 15.30 -12.32 -7.75
O13 16.19 -13.36 -9.44
H77 16.94 -11.20 -10.53
H78 16.82 -10.14 -9.20
H79 15.33 -10.96 -9.95
H80 17.29 -12.35 -8.26
H81 15.42 -11.52 -7.09
H82 15.41 -13.09 -7.06
H83 14.33 -12.26 -8.07
H84 16.36 -14.19 -8.96



Entry 2:
# C29H84O19

A 13-piece molecular cluster, C29H84O19 overall at a distorted geometry (wB97M-V/def2-TZVPD, OMol25).

Computed properties:
HOMO: -0.33673 hartree
Kohn-Sham gap: 0.3505 hartree
energy: -2584.681717 a.u.
total charge: 0

CARTESIAN COORDINATES (ANGSTROEM)
C1 6.00 -10.29 18.28
C2 5.97 -9.39 16.96
O1 5.24 -9.99 15.91
O2 6.99 -11.34 18.13
H1 5.06 -10.79 18.50
H2 6.19 -9.60 19.10
H3 6.99 -9.14 16.68
H4 5.48 -8.43 17.14
H5 4.33 -10.11 16.21
H6 6.85 -11.91 18.90
C3 10.64 -6.69 14.44
C4 10.42 -7.89 15.38
O3 9.41 -8.80 15.02
O4 11.85 -6.05 14.77
H7 9.79 -6.00 14.36
H8 10.69 -7.09 13.42
H9 10.28 -7.50 16.39
H10 11.36 -8.44 15.44
H11 9.34 -9.48 15.70
H12 12.06 -5.31 14.20
C5 6.90 -11.88 13.59
C6 6.99 -10.46 12.96
O5 8.29 -10.10 12.59
O6 7.12 -11.92 14.93
H13 7.51 -12.61 13.05
H14 5.87 -12.22 13.52
H15 6.60 -9.78 13.72
H16 6.41 -10.45 12.04
H17 8.74 -9.91 13.42
H18 6.53 -11.29 15.35
C7 12.93 -16.24 17.40
C8 13.15 -16.18 15.88
O7 12.12 -16.92 15.23
O8 11.82 -15.49 17.82
H19 13.83 -15.96 17.94
H20 12.69 -17.27 17.67
H21 14.17 -16.48 15.62
H22 13.06 -15.10 15.70
H23 11.28 -16.59 15.56
H24 11.00 -15.81 17.44
C9 10.38 -10.48 20.60
C10 9.60 -9.28 20.00
O9 10.08 -8.95 18.69
O10 11.47 -10.12 21.43
H25 10.80 -11.09 19.80
H26 9.65 -11.12 21.08
H27 9.67 -8.44 20.70
H28 8.55 -9.54 19.86
H29 9.97 -9.73 18.15
H30 12.24 -10.13 20.87
C11 8.54 -15.70 12.76
C12 7.43 -15.41 13.80
O11 7.91 -14.78 14.97
O12 8.08 -16.62 11.74
H31 9.38 -16.27 13.17
H32 8.89 -14.83 12.21
H33 6.90 -16.32 14.06
H34 6.62 -14.84 13.34
H35 7.59 -13.87 14.94
H36 8.71 -16.71 11.02
C13 8.06 -14.85 19.03
C14 8.30 -13.58 19.83
O13 7.04 -13.16 20.32
H37 7.58 -15.68 19.56
H38 9.08 -15.13 18.77
H39 7.62 -14.76 18.04
H40 8.82 -12.78 19.31
H41 9.02 -13.80 20.62
H42 6.87 -13.67 21.11
C15 11.63 -11.88 16.57
C16 10.13 -12.18 16.47
O14 9.41 -10.99 16.78
H43 11.91 -11.66 17.60
H44 11.78 -11.00 15.95
H45 12.22 -12.65 16.08
H46 9.90 -12.87 17.28
H47 9.92 -12.55 15.47
H48 8.48 -11.21 16.84
C17 13.47 -8.29 19.36
C18 14.27 -9.60 19.13
O15 13.63 -10.64 19.83
H49 13.94 -7.48 18.80
H50 13.49 -7.98 20.41
H51 12.42 -8.23 19.06
H52 15.31 -9.53 19.43
H53 14.14 -9.74 18.06
H54 13.82 -11.46 19.36
C19 14.80 -13.45 13.38
C20 14.68 -13.67 11.93
O16 13.47 -14.28 11.70
H55 14.67 -14.36 13.97
H56 14.06 -12.75 13.77
H57 15.83 -13.12 13.54
H58 15.42 -14.39 11.57
H59 14.75 -12.73 11.38
H60 13.52 -15.17 12.05
C21 9.53 -12.35 10.26
C22 10.74 -12.03 11.14
C23 10.80 -12.87 12.38
O17 11.93 -12.30 10.48
H61 9.53 -13.42 10.02
H62 9.73 -11.91 9.29
H63 8.56 -12.08 10.70
H64 10.70 -10.98 11.44
H65 11.67 -12.64 13.01
H66 10.96 -13.93 12.18
H67 9.93 -12.77 13.02
H68 12.42 -12.94 11.00
C24 15.79 -12.11 16.70
C25 15.86 -13.06 17.90
C26 17.05 -12.82 18.85
O18 14.61 -12.98 18.59
H69 14.86 -12.16 16.14
H70 16.55 -12.44 15.98
H71 16.01 -11.07 16.94
H72 15.83 -14.11 17.59
H73 17.03 -11.78 19.20
H74 17.99 -12.93 18.33
H75 17.00 -13.40 19.77
H76 14.73 -13.36 19.46
C27 13.63 -9.66 13.84
C28 14.88 -9.84 13.00
C29 15.42 -8.58 12.40
O19 15.96 -10.27 13.88
H77 13.69 -8.84 14.56
H78 13.44 -10.61 14.34
H79 12.76 -9.49 13.21
H80 14.67 -10.60 12.26
H81 16.28 -8.82 11.77
H82 15.66 -7.78 13.10
H83 14.67 -8.12 11.76
H84 16.07 -9.60 14.56



Entry 3:
# C29H85F3N9O10S

A 10-piece molecular cluster, C29H85F3N9O10S overall at a distorted geometry (wB97M-V/def2-TZVPD, OMol25).

Computed properties:
spin multiplicity: 2
<S²>: 0.75
HOMO (spin up / spin down): -0.07314 / -0.31845 hartree
Kohn-Sham gap (spin up / spin down): 0.0892 / 0.3334 hartree
energy: -3098.544150 a.u.
total charge: 0

CARTESIAN COORDINATES (ANGSTROEM)
N1 -2.78 0.04 1.03
H1 -1.85 0.19 0.65
H2 -3.39 -0.67 0.68
H3 -3.13 0.91 0.66
H4 -2.82 0.13 2.04
N2 -1.95 -1.88 -3.56
H5 -1.49 -2.77 -3.63
H6 -2.28 -1.65 -4.49
H7 -1.23 -1.22 -3.30
H8 -2.67 -1.92 -2.85
C1 1.55 1.47 -1.78
F1 2.44 1.31 -0.72
F2 0.87 2.56 -1.73
F3 2.13 1.38 -2.97
S1 0.45 -0.17 -1.57
O1 -0.28 0.18 -0.35
O2 -0.39 -0.03 -2.76
O3 1.22 -1.36 -1.45
C2 0.74 -6.28 -3.52
C3 -0.32 -5.18 -3.65
C4 -1.74 -5.47 -3.17
O4 -2.79 -4.60 -3.69
C5 -4.02 -5.40 -3.88
N3 0.09 -3.86 -3.21
H9 0.96 -6.60 -2.51
H10 1.72 -5.89 -3.81
H11 0.56 -7.09 -4.23
H12 -0.53 -4.92 -4.69
H13 -1.86 -5.69 -2.11
H14 -1.90 -6.46 -3.60
H15 -4.46 -5.81 -2.97
H16 -3.87 -6.19 -4.62
H17 -4.80 -4.76 -4.30
H18 0.08 -3.88 -2.20
H19 1.08 -3.68 -3.26
C6 -2.45 2.93 -1.13
C7 -3.78 3.06 -0.23
C8 -4.70 4.27 -0.60
O5 -4.45 5.35 0.28
C9 -4.85 6.65 -0.06
N4 -4.40 1.77 -0.34
H20 -1.68 2.27 -0.72
H21 -1.89 3.87 -1.20
H22 -2.67 2.61 -2.15
H23 -3.55 3.14 0.83
H24 -5.75 3.98 -0.56
H25 -4.46 4.63 -1.60
H26 -3.94 7.23 -0.26
H27 -5.43 7.12 0.74
H28 -5.39 6.72 -1.00
H29 -5.30 1.80 0.11
H30 -4.72 1.64 -1.29
C10 -2.84 0.02 5.31
C11 -2.74 1.43 4.65
C12 -1.27 1.70 4.26
O6 -0.86 0.96 3.18
C13 0.45 1.16 2.83
N5 -3.51 1.44 3.43
H31 -2.21 -0.53 4.62
H32 -3.89 -0.28 5.31
H33 -2.45 -0.03 6.33
H34 -3.04 2.18 5.38
H35 -0.68 1.27 5.07
H36 -1.11 2.78 4.17
H37 0.72 0.59 1.94
H38 1.03 0.75 3.65
H39 0.77 2.20 2.79
H40 -4.49 1.25 3.60
H41 -3.45 2.37 3.05
C14 4.58 -5.09 -2.17
C15 3.99 -3.58 -2.36
C16 4.15 -3.02 -3.79
O7 5.50 -3.13 -4.26
C17 6.52 -2.41 -3.55
N6 2.59 -3.63 -2.02
H42 4.63 -5.51 -1.16
H43 5.57 -5.18 -2.62
H44 3.90 -5.79 -2.67
H45 4.40 -2.92 -1.60
H46 3.93 -1.96 -3.84
H47 3.44 -3.51 -4.45
H48 6.30 -1.39 -3.86
H49 7.50 -2.79 -3.87
H50 6.55 -2.74 -2.51
H51 2.35 -4.05 -1.13
H52 2.15 -2.72 -2.04
C18 -5.83 -3.69 0.57
C19 -4.52 -2.86 0.52
C20 -3.54 -3.33 -0.58
O8 -2.28 -2.65 -0.47
C21 -1.38 -3.02 0.60
N7 -5.02 -1.53 0.17
H53 -5.63 -4.75 0.67
H54 -6.28 -3.66 -0.43
H55 -6.60 -3.35 1.26
H56 -4.13 -2.79 1.54
H57 -4.04 -3.26 -1.54
H58 -3.35 -4.39 -0.38
H59 -0.41 -2.66 0.25
H60 -1.31 -4.10 0.65
H61 -1.62 -2.61 1.58
H62 -5.70 -1.16 0.82
H63 -5.36 -1.54 -0.78
C22 7.51 0.00 3.93
C23 7.28 0.78 2.66
C24 6.15 0.21 1.72
O9 6.35 0.72 0.40
C25 5.74 -0.01 -0.65
N8 7.01 2.13 3.07
H64 7.73 -0.99 3.53
H65 6.54 -0.12 4.40
H66 8.36 0.37 4.51
H67 8.15 0.70 2.01
H68 5.13 0.43 2.05
H69 6.26 -0.87 1.65
H70 6.25 -0.96 -0.81
H71 5.82 0.53 -1.60
H72 4.69 -0.11 -0.38
H73 6.31 2.68 2.59
H74 6.98 2.20 4.08
C26 -0.41 4.72 1.17
C27 0.58 5.57 1.88
C28 0.60 7.05 1.44
O10 1.95 7.52 1.73
C29 1.96 8.57 2.69
N9 0.31 5.57 3.33
H75 -0.70 3.88 1.81
H76 -0.02 4.40 0.20
H77 -1.32 5.28 0.98
H78 1.51 5.03 1.67
H79 -0.14 7.77 1.78
H80 0.46 7.04 0.35
H81 2.95 8.58 3.14
H82 1.36 8.65 3.59
H83 1.72 9.51 2.17
H84 0.59 4.68 3.73
H85 0.97 6.21 3.76